C15H18N4O4PtS3 | ωB97M-V with the def2-TZVPD basis set

Element x y z (Å)
Pt -0.37752 -0.74797 0.97628
N -5.52817 -3.70171 3.16770
C -4.64766 -3.57990 2.11131
C -3.46290 -4.32724 2.09145
C -2.55689 -4.16746 1.06721
C -2.81824 -3.26271 0.04329
C -3.99265 -2.52845 0.03953
C -4.90248 -2.68377 1.07050
S -1.65981 -3.08806 -1.25365
O -2.23895 -2.25516 -2.27631
O -1.15339 -4.38212 -1.60759
N -0.47576 -2.25400 -0.46050
C 0.67961 -1.85527 -1.08634
N 1.17486 -2.24845 -2.24751
C 2.29147 -1.62270 -2.61125
C 2.90158 -0.61158 -1.87572
C 2.29971 -0.24847 -0.68663
N 1.22003 -0.90317 -0.28831
H -5.44791 -4.51981 3.74505
H -6.46947 -3.37985 3.02856
H -3.25828 -5.02720 2.89336
H -1.64438 -4.75067 1.04612
H -4.18632 -1.83780 -0.77087
H -5.82044 -2.10760 1.07246
H 2.72021 -1.93871 -3.55611
H 3.79740 -0.12197 -2.22460
H 2.66645 0.53581 -0.03736
C -2.81287 0.93234 -1.26150
C -1.71564 1.96342 -1.17951
C -1.97877 3.35229 -1.70440
O -0.63917 1.67966 -0.69820
H -3.68881 1.28696 -1.80262
H -3.10098 0.67485 -0.23829
H -2.43278 0.02205 -1.72836
H -3.02378 3.64079 -1.59909
H -1.74054 3.35818 -2.77194
H -1.32740 4.06342 -1.20161
C -0.25727 -2.49699 4.28242
O 0.31315 -1.21876 3.97542
C -0.33113 -0.42598 3.13038
S 0.43834 0.87815 2.35260
S -2.00405 -0.68015 2.66593
H 0.45438 -2.96708 4.95420
H -0.36502 -3.07824 3.36733
H -1.22753 -2.38594 4.76128

Output
charge: 0
energy relative to the best compared isomer or geometry (same formula, charge and spin): 0.3558 eV
LUMO level: 0.0 eV
highest occupied orbital energy: -8.26 eV
orbital gap: 8.23 eV
total energy: -65749.9803 eV

C15H18N6O7 | ωB97M-V with the def2-TZVPD basis set

Element x y z (Å)
O 4.07160 1.35983 -0.55793
O 1.82778 -0.14534 -1.66018
O -0.53887 -2.34515 -1.06988
O -1.19840 1.81484 -3.77734
O 0.89436 -4.56115 4.40143
N 3.58902 -2.56461 5.27246
O 2.67558 -3.60900 5.60269
O -0.74413 1.37707 0.51519
C 3.49568 0.42886 -0.00133
C 2.33951 -0.34584 -0.56084
C -1.32203 -1.40541 -1.02161
C -2.10835 1.62066 -2.97825
C 3.36742 -0.89318 2.02655
C 2.26926 -1.62736 1.50498
C 3.85397 -1.17648 3.30721
C 1.67389 -2.62892 2.28351
C 3.25261 -2.18006 4.06724
C 2.17458 -2.89703 3.56666
N 3.96160 0.11686 1.26273
N 1.78674 -1.34844 0.21668
N -3.37350 1.97656 -3.23875
N -1.12532 -0.30658 -1.75217
N 1.82461 -3.75133 4.48367
C -2.52052 -1.50411 -0.09921
C -3.79928 2.58753 -4.49698
C -1.70965 3.27063 -0.46857
C -1.82490 0.98563 -1.61386
C -0.99171 1.94991 -0.74936
H -0.19204 1.98997 1.00624
H 4.69273 -0.62868 3.72272
H 0.83259 -3.19626 1.89387
H 4.76581 0.63231 1.60553
H 1.01162 -1.88097 -0.19054
H -4.07683 1.79023 -2.54216
H -0.27956 -0.30394 -2.31199
H -2.50931 -2.47797 0.38766
H -2.45924 -0.72421 0.65773
H -3.43408 -1.40322 -0.68031
H -4.87320 2.77782 -4.48443
H -3.56114 1.91922 -5.32759
H -3.26791 3.52925 -4.64985
H -2.67648 3.08032 -0.00146
H -1.85373 3.82296 -1.39732
H -1.10439 3.88319 0.19939
H -2.77728 0.83882 -1.11120
H -0.03911 2.15273 -1.24103

Output
charge: 0
structure (SMILES): O=c1[nH]c2cc3no[n+]([O-])c3cc2[nH]c1=O.CNC(=O)[C@@H](NC(C)=O)[C@@H](C)O
LUMO level: -1.3 eV
highest occupied orbital energy: -8.30 eV
orbital gap: 6.98 eV
total energy: -39117.3505 eV

C15H18O | ωB97M-V with the def2-TZVPD basis set

Element x y z (Å)
C 1.38501 -0.22511 -2.65718
C 1.65087 -1.68683 -2.24083
C 1.89524 0.75330 -1.57265
C 1.01850 1.60034 -0.86229
C 3.28273 0.75750 -1.24703
C 1.52708 2.44864 0.11470
C 3.71917 1.45217 -0.16646
C 2.88469 2.36244 0.52931
H 1.83259 0.05669 -3.61237
H 0.30580 -0.10882 -2.54624
H 2.20874 -2.24256 -3.02063
H 0.01235 1.72251 -1.26515
H 4.00274 0.21716 -1.85948
H 0.87084 2.99734 0.78775
H 4.66924 1.34224 0.31784
H 3.34638 2.83614 1.38585
H 0.68951 -2.10910 -1.97959
H 2.38919 -1.77762 -1.43152
C -4.46514 -0.21879 0.15696
C -2.07362 -0.77176 0.26507
C -3.24425 -0.37948 0.97167
C -0.90820 -1.15012 0.85931
C -0.83591 -1.01916 2.26314
C -3.10864 -0.32910 2.35209
C -1.90600 -0.65467 3.00587
O 0.35354 -1.39890 2.86082
H -2.13448 -0.62483 -0.80069
H -0.07314 -1.52183 0.26949
H -4.73761 -1.15461 -0.30790
H -4.49856 0.43087 -0.75204
H -3.92997 -0.01726 2.99163
H 1.09853 -1.09016 2.31428
H -1.94502 -0.65516 4.09164
H -5.28219 0.15852 0.78462

Output
charge: -1
spin multiplicity: 2
energy relative to the best compared isomer or geometry (same formula, charge and spin): 0.8980 eV
LUMO level (alpha / beta): 3.0 / 2.9 eV
highest occupied orbital energy (alpha / beta): 0.91 / -4.47 eV
orbital gap (alpha / beta): 2.09 / 7.36 eV
total energy: -17892.3669 eV

C15H18O2 | ωB97M-V with the def2-TZVPD basis set

Element x y z (Å)
C -0.28928 -0.68104 -2.30820
C -1.65632 -0.45943 -2.96111
C 0.09658 0.61987 -1.63895
C -0.25048 0.96954 -0.27759
C 0.70021 1.55690 -2.42398
C 0.11112 2.22905 0.15824
C 1.02467 2.81776 -1.98531
C 0.64643 3.19287 -0.66845
O 0.91135 4.47145 -0.20933
H -0.46171 -1.53206 -1.50526
H 0.56267 -1.29109 -2.81201
H -2.32777 -0.43370 -1.97680
H -0.64136 0.29036 0.50621
H 0.94396 1.18021 -3.49314
H -0.03682 2.47967 1.23550
H 1.54741 3.67827 -2.59058
H 0.52430 4.61222 0.66219
H -2.11378 -1.26569 -3.49253
H -1.97013 0.49284 -3.44715
C 1.68210 -3.35549 0.01243
C -0.55591 -2.63913 0.53416
C 0.77495 -2.53352 0.82905
C -1.43628 -1.81073 1.24435
C 1.26581 -1.76766 2.02048
C -0.97828 -1.06565 2.28564
C 0.35485 -0.97942 2.69693
O -2.01274 -0.35921 3.00517
H -0.99877 -3.19250 -0.28781
H -2.49503 -1.75680 1.02856
H 2.28743 -2.70167 -0.73811
H 0.96482 -4.11398 -0.54110
H 2.26336 -2.04134 2.40678
H 0.69622 -0.39958 3.58342
H -1.50607 0.38251 3.57751
H 2.63133 -3.84912 0.41142

Output
charge: 0
structure (SMILES): CCc1ccc(O)cc1.Cc1ccc(O)cc1
energy relative to the best compared isomer or geometry (same formula, charge and spin): 3.0157 eV
LUMO level: 0.6 eV
highest occupied orbital energy: -8.23 eV
orbital gap: 8.81 eV
total energy: -19939.2930 eV

C15H19BBr3Cl2F7LiN6NaO10PS2 | ωB97M-V with the def2-TZVPD basis set

Element x y z (Å)
O -5.12853 -0.40961 1.34326
S -3.60825 -0.37203 1.41794
O -3.26399 -1.21699 2.59028
N -3.07806 -0.76978 -0.12459
N -3.80973 -0.18948 -1.14494
C -3.39305 -0.56454 -2.47188
P -4.24180 0.05688 -4.04062
O -2.98155 0.24118 -5.18325
Cl -4.93556 2.05790 -3.68815
N -2.26947 -1.45355 -2.27853
C -2.10912 -1.55065 -0.82842
N -1.17837 -2.27509 -0.23706
C -0.81980 -2.46694 1.17535
C -0.24268 -1.07386 1.73074
S -0.19222 -0.92550 3.56928
C 0.37234 0.83421 3.79959
N 1.36700 1.32943 2.89189
N 1.58209 2.60882 3.31630
C 0.74046 2.90879 4.41489
O -0.04722 1.77775 4.75298
C -3.28947 1.43008 1.94363
F -4.22861 2.18593 1.16380
F -2.02605 1.90096 1.57856
C -3.69196 1.70699 3.47359
F -5.02652 1.32767 3.75380
F -2.85300 1.10780 4.40602
F -3.63273 3.10406 3.67420
H -4.62227 0.44329 -1.03254
H -2.20298 0.54806 -4.64872
H -0.58821 -2.80325 -0.91221
H -1.62638 -2.95486 1.84266
H 0.07424 -3.20187 1.23966
H 0.85798 -1.01733 1.37213
H -0.78756 -0.23901 1.17990
H 0.78922 3.92745 4.90039
B 0.08235 -7.69360 0.34214
O 0.04935 -6.26584 0.71712
C 1.27939 -5.78321 0.56396
O 1.58899 -4.63481 0.78826
C 2.16872 -6.85072 0.08890
O 3.34362 -6.74022 -0.14829
O 1.47305 -7.98007 -0.04469
F -0.79770 -7.92897 -0.75816
F -0.29928 -8.49903 1.45859
Cl 2.72490 -0.46195 2.27998
C -2.86459 5.06331 -5.62443
Br -1.35407 6.15391 -6.19663
Br -4.42371 5.35593 -6.73699
Br -2.39646 3.18830 -5.51555
H -3.12835 5.38377 -4.61604
Na -2.28234 -4.75399 2.39983
Li -2.48149 7.70680 -4.47139
C 7.16301 1.36923 1.19392
C 8.23113 0.35235 0.85577
C 7.69460 -0.90004 1.52165
O 6.26526 -0.80044 1.50146
C 5.89935 0.53329 1.12522
H 7.14341 2.22725 0.51933
H 7.31180 1.73875 2.21396
H 8.27674 0.20879 -0.22888
H 9.22778 0.62772 1.20546
H 8.01200 -0.96106 2.56835
H 8.00600 -1.81359 1.00973
H 5.50265 0.49675 0.10426
H 5.11579 0.90070 1.78948
O -5.79775 8.48462 -8.28395
H -5.60388 7.75651 -7.68265
H -5.03846 8.50663 -8.87964

Output
charge: +1
LUMO level: -5.6 eV
highest occupied orbital energy: -7.48 eV
orbital gap: 1.90 eV
total energy: -335716.8126 eV

The highest charge belongs to which entry? C15H19BBr3Cl2F7LiN6NaO10PS2

What is the total energy in the fifth record? -335716.8126 eV

The lowest total energy belongs to which entry? C15H19BBr3Cl2F7LiN6NaO10PS2

The highest total energy belongs to which entry? C15H18O